No. 1
DFT (ωB97M-V/def2-TZVPD) results for a molecular structure, C52H66CdClN7O4S2.

XYZ file:
```
133
Properties=species:S:1:pos:R:3:forces:R:3
Cd 1.3973 -0.8221 0.9606 0.05 0.00 -0.20
C -2.6394 -5.2835 1.7100 0.03 0.04 0.01
C -2.2106 -4.6729 3.0491 0.00 0.01 -0.01
C -1.6086 -3.3127 2.8786 0.00 -0.05 -0.11
C -2.2287 -2.1106 2.9888 0.04 0.00 0.05
C -3.6423 -1.8488 3.4033 0.02 0.02 0.05
C -3.7597 -1.5007 4.8912 0.01 0.01 -0.04
C -1.2537 -1.0873 2.6221 0.06 -0.10 0.01
C -1.4812 0.2580 2.5346 0.04 0.16 -0.06
C -0.6543 1.3226 2.0278 -0.05 -0.09 0.01
C -0.9849 2.6924 1.9488 -0.07 0.05 0.04
C -2.1921 3.3428 2.5567 0.03 0.00 -0.02
C -2.0260 3.6344 4.0514 0.02 -0.01 -0.01
C 0.0657 3.3260 1.2634 0.07 0.04 0.00
C 0.9901 2.3106 0.9381 0.03 0.02 0.00
C 2.2139 2.4441 0.0541 -0.07 0.02 -0.18
C 3.3928 1.5286 0.2810 -0.07 0.02 0.08
N 3.2649 0.2109 0.4716 -0.10 -0.02 -0.05
C 4.5185 -0.3474 0.5043 -0.01 -0.13 -0.02
C 4.7759 -1.7387 0.6878 -0.04 0.12 0.05
C 3.9312 -2.7611 1.0504 -0.03 0.04 -0.01
N 2.6013 -2.6022 1.4076 -0.13 -0.09 -0.11
C 2.0779 -3.7957 1.7097 0.00 0.08 0.27
C 0.7538 -4.0258 2.1715 0.03 -0.03 -0.10
C -0.2292 -3.0532 2.4305 0.04 0.01 0.09
N -0.0634 -1.7298 2.3144 -0.06 0.03 0.01
C 3.1159 -4.8147 1.5501 -0.02 -0.05 -0.14
C 4.2517 -4.1728 1.1502 0.00 0.00 0.11
C 5.6029 -4.7742 0.9206 0.03 0.02 0.02
C 6.5061 -4.6759 2.1564 -0.04 0.03 -0.03
C 2.9145 -6.2786 1.7872 0.01 0.00 0.08
C 3.0941 -6.6876 3.2543 -0.02 0.02 -0.03
C 5.4715 0.6799 0.3083 0.06 0.00 -0.03
C 4.7567 1.8734 0.1642 0.09 0.03 0.13
C 5.3002 3.2525 -0.0597 -0.03 0.00 -0.01
C 5.5767 4.0089 1.2447 -0.02 0.00 -0.04
C 6.9596 0.5035 0.3013 -0.01 0.01 0.04
C 7.5642 0.3829 1.7059 -0.04 0.01 -0.03
N 0.5552 1.1330 1.4160 -0.05 -0.01 -0.12
C 0.2183 4.7933 0.9896 -0.01 -0.03 0.04
C 1.2169 5.4719 1.9345 -0.02 -0.03 -0.02
H -3.0409 -6.2930 1.8328 -0.01 0.00 0.01
H -1.7855 -5.3331 1.0317 -0.01 0.00 0.00
H -3.4035 -4.6614 1.2388 0.01 0.00 -0.01
H -1.4881 -5.3370 3.5327 0.00 0.00 0.02
H -3.0751 -4.6151 3.7166 0.00 -0.01 0.01
H -4.2585 -2.7241 3.1820 -0.01 -0.01 0.00
H -4.0473 -1.0290 2.8048 -0.02 -0.01 -0.01
H -3.3514 -2.3067 5.5041 -0.01 0.00 0.00
H -4.8001 -1.3363 5.1829 0.00 0.01 0.00
H -3.1917 -0.5968 5.1169 0.01 -0.01 0.00
H -2.4676 0.5774 2.8631 -0.01 0.01 -0.04
H -3.0725 2.7054 2.4172 -0.02 0.00 -0.01
H -2.4067 4.2778 2.0317 -0.02 -0.01 -0.01
H -1.8432 2.7074 4.5988 0.01 0.01 0.00
H -2.9125 4.1178 4.4737 0.00 0.00 -0.01
H -1.1656 4.2862 4.2145 0.00 0.00 0.01
H 2.5605 3.4780 0.0804 0.02 -0.03 0.06
H 5.8120 -2.0294 0.5316 0.00 -0.01 -0.05
H 0.4788 -5.0572 2.3601 0.00 0.00 -0.01
H 6.0912 -4.2697 0.0832 0.01 -0.03 -0.03
H 5.4944 -5.8240 0.6332 0.00 -0.01 0.01
H 6.7163 -3.6311 2.3908 -0.01 0.00 0.01
H 7.4565 -5.1931 2.0016 0.01 0.01 -0.01
H 6.0118 -5.1123 3.0257 0.01 -0.02 0.00
H 3.6072 -6.8522 1.1639 0.00 -0.02 0.00
H 1.9067 -6.5553 1.4650 0.00 -0.01 -0.02
H 4.1257 -6.5310 3.5751 0.00 0.02 0.00
H 2.8450 -7.7410 3.4112 0.01 0.00 0.00
H 2.4514 -6.0825 3.8957 0.00 0.00 0.00
H 4.5986 3.8307 -0.6671 0.04 -0.03 0.01
H 6.2250 3.1907 -0.6423 0.01 0.01 0.00
H 4.6714 4.0519 1.8540 0.00 0.01 0.00
H 5.9055 5.0338 1.0502 0.00 -0.01 0.00
H 6.3472 3.5075 1.8359 -0.01 -0.02 0.01
H 7.4211 1.3476 -0.2187 0.00 0.00 0.00
H 7.2225 -0.3921 -0.2715 0.03 0.01 -0.03
H 7.2775 1.2394 2.3184 0.01 0.01 0.00
H 8.6569 0.3303 1.6745 0.00 -0.01 -0.01
H 7.1899 -0.5130 2.2051 -0.01 0.01 0.01
H -0.7555 5.2836 1.0903 0.00 -0.01 -0.01
H 0.5309 4.9540 -0.0418 0.03 0.04 -0.07
H 0.9641 5.2692 2.9788 -0.01 0.01 0.00
H 1.2360 6.5545 1.7834 0.01 0.00 -0.02
H 2.2264 5.0945 1.7600 -0.01 0.00 0.01
C -2.0149 1.9335 -3.6984 0.02 -0.01 0.04
C -3.1671 2.6177 -2.9468 0.00 -0.01 0.01
C -3.9457 3.4259 -3.9989 -0.02 -0.03 -0.01
C -2.5915 3.6393 -1.9555 0.04 -0.07 0.00
C -4.0945 1.5832 -2.2116 0.01 0.03 0.05
O -5.3105 2.2278 -1.7892 -0.02 -0.03 -0.08
C -4.4283 0.3206 -3.0256 -0.10 -0.06 -0.05
C -5.5353 0.4472 -4.0989 0.02 -0.03 0.00
C -5.1515 -0.1429 -5.4330 0.04 0.00 0.03
C -4.7911 -1.4869 -5.5290 0.00 0.01 0.03
C -4.4289 -2.0519 -6.7393 0.02 -0.01 -0.04
C -4.4224 -1.2610 -7.8777 0.01 -0.04 0.00
Cl -3.9688 -1.9648 -9.4107 -0.01 0.01 0.03
C -4.7658 0.0746 -7.8161 0.00 0.03 -0.02
C -5.1284 0.6229 -6.5923 -0.04 -0.01 0.00
C -3.5537 1.1157 -0.8423 0.02 0.06 0.11
N -2.5593 0.0658 -0.8428 -0.05 -0.04 -0.07
C -1.2314 0.1951 -0.8308 0.09 0.01 0.04
N -0.6600 -0.9894 -0.7236 0.05 0.00 0.04
C -1.7237 -1.8312 -0.6486 0.06 -0.09 0.07
N -2.8977 -1.2466 -0.7129 0.09 0.12 -0.08
H -1.2573 2.6778 -3.9476 0.01 0.03 -0.02
H -2.3673 1.4699 -4.6254 0.02 0.00 0.02
H -1.5135 1.1659 -3.1115 0.00 0.02 0.02
H -3.2377 4.0812 -4.5090 -0.02 0.02 0.02
H -4.7099 4.0719 -3.5538 0.01 0.00 -0.02
H -4.4007 2.7946 -4.7625 0.01 0.01 -0.01
H -2.1491 4.4699 -2.5052 0.03 0.00 0.03
H -1.7781 3.2296 -1.3556 0.01 0.01 0.06
H -3.3707 4.0234 -1.2910 0.02 0.00 -0.01
H -5.6815 2.6856 -2.5490 0.03 0.04 0.04
H -4.7382 -0.4426 -2.3103 0.03 0.00 -0.03
H -3.5107 -0.0563 -3.4769 -0.01 -0.02 0.00
H -5.8437 1.4799 -4.2541 0.00 0.01 0.00
H -6.4248 -0.0732 -3.7364 -0.03 0.03 -0.01
H -4.7846 -2.1009 -4.6356 0.01 0.00 0.00
H -4.1461 -3.0938 -6.8025 0.00 0.00 -0.01
H -4.7432 0.6814 -8.7109 0.00 0.00 0.00
H -5.3971 1.6716 -6.5468 0.01 0.00 0.01
H -4.4106 0.7310 -0.2911 0.02 -0.01 0.00
H -3.1388 1.9493 -0.2841 -0.01 0.09 0.05
H -0.7197 1.1464 -0.8868 0.04 0.01 0.02
H -1.6213 -2.8965 -0.5132 0.01 0.00 0.01
O 0.4871 4.7378 -2.5462 0.00 -0.04 0.02
S 1.8547 4.2314 -2.5577 -0.20 -0.04 0.07
O 2.7459 4.9489 -1.6581 0.04 0.07 0.01
O 2.3723 3.9814 -3.8882 0.04 0.04 -0.07
S 1.7764 2.2447 -1.7664 -0.09 -0.11 0.15
```
Forces are in eV/Å.

## Properties
LUMO (eV): 3.38
Energy above the lowest of the compared OMol25 structures with the same formula, charge and spin (kJ/mol): 0.0
Gap between HOMO and LUMO (eV): 4.29
Net charge: -2

No. 2
DFT (ωB97M-V/def2-TZVPD) results for a molecular structure, C38H57GeN3O2Si3Sr.

XYZ file:
```
105
Properties=species:S:1:pos:R:3:forces:R:3
Sr 0.6990 0.3377 -0.7318 0.77 -0.63 0.28
C 4.0460 -1.4176 4.9029 -0.04 0.01 -0.01
C 2.6119 -1.5448 4.3791 -0.03 -0.03 -0.08
C 1.8483 -0.2398 4.4190 0.00 -0.04 -0.03
C 1.2958 0.1043 5.6536 0.10 0.06 0.04
C 0.5865 1.2724 5.8455 0.00 -0.01 -0.03
C 0.3817 2.1203 4.7684 0.02 -0.03 0.02
C 0.8756 1.8006 3.5146 0.03 0.08 -0.01
C 0.6048 2.7335 2.3645 0.01 -0.02 0.05
C 1.8284 3.5332 1.9232 -0.02 0.03 -0.03
C 1.6357 0.6301 3.3340 -0.17 0.07 0.08
N 1.9652 0.3230 1.9869 -0.36 -0.21 -0.08
C 3.0197 -0.2924 1.6406 0.23 0.11 0.14
C 3.1100 -0.7224 0.2334 -0.25 -0.08 -0.34
C 2.6098 -1.9252 -0.2953 0.63 0.12 -0.34
C 2.6184 -1.7526 -1.7001 0.20 0.43 0.19
C 3.1333 -0.4648 -1.9134 -0.20 -0.10 -0.14
N 3.4109 0.1765 -0.7417 -0.45 0.01 -0.06
H 4.5637 -2.3758 4.8575 0.00 0.00 0.00
H 4.0372 -1.0864 5.9419 0.00 0.00 0.00
H 4.6309 -0.6861 4.3454 -0.01 0.02 -0.07
H 2.0859 -2.2495 5.0270 -0.03 -0.04 -0.01
H 2.5984 -1.9900 3.3810 0.06 0.05 0.01
H 1.4426 -0.5749 6.4855 0.00 0.00 0.01
H 0.1817 1.5126 6.8195 0.00 0.00 0.00
H -0.1889 3.0323 4.8957 0.00 0.01 0.00
H -0.1959 3.4122 2.6646 0.03 -0.03 -0.02
H 0.2047 2.1645 1.5141 0.02 0.00 0.00
H 2.1050 4.2675 2.6811 0.00 -0.04 0.04
H 1.6282 4.0736 0.9966 -0.03 -0.01 0.02
H 2.6879 2.8836 1.7557 -0.01 -0.01 -0.04
H 3.8283 -0.4977 2.3380 0.06 -0.03 0.08
H 2.5029 -2.8658 0.2154 -0.45 0.00 0.21
H 2.3400 -2.4802 -2.4467 0.07 -0.02 -0.02
H 3.3307 0.0183 -2.8602 0.07 -0.01 0.01
C -4.3432 -5.6334 0.8830 -0.06 -0.02 -0.02
O -3.5231 -5.6325 -0.2801 0.11 0.03 0.06
C -2.7942 -6.7412 -0.5350 -0.11 0.06 -0.09
C -2.9730 -7.9696 0.0862 0.03 -0.04 0.02
C -2.1716 -9.0487 -0.2687 -0.01 0.02 0.01
C -1.1921 -8.9214 -1.2389 0.00 0.00 0.00
C -1.0048 -7.6923 -1.8546 0.02 0.03 -0.02
C -1.7903 -6.6104 -1.5020 0.00 -0.10 0.04
N -1.6094 -5.3527 -2.1588 0.01 0.06 0.06
C -1.2832 -4.1904 -1.6237 0.03 -0.12 -0.05
C -0.8573 -3.8527 -0.3382 -0.30 -0.06 -0.32
C -0.6116 -4.7751 0.7419 -0.09 0.11 -0.26
C -0.2587 -4.3502 1.9769 0.07 0.41 0.11
C -0.0555 -2.9470 2.1990 0.42 -0.66 -0.40
C -0.1095 -2.0880 1.1515 -1.43 0.39 0.02
C -0.6860 -2.4378 -0.1396 0.80 -0.06 1.27
O -0.9780 -1.5085 -0.9534 0.25 -0.11 -0.25
H -3.7759 -5.9565 1.7577 0.01 0.02 0.01
H -5.2151 -6.2764 0.7491 0.01 -0.01 0.00
H -4.6699 -4.6069 1.0189 -0.01 0.00 -0.01
H -3.7413 -8.0940 0.8351 0.00 0.00 0.00
H -2.3261 -10.0008 0.2210 0.00 0.00 0.00
H -0.5752 -9.7654 -1.5123 0.00 0.00 0.00
H -0.2354 -7.5595 -2.6052 0.00 -0.01 0.00
H -1.8271 -5.3411 -3.1438 -0.02 0.01 0.00
H -1.3393 -3.3636 -2.3250 0.01 0.04 0.05
H -0.7163 -5.8341 0.5543 0.00 0.03 0.03
H -0.1028 -5.0513 2.7843 -0.03 -0.02 -0.01
H 0.2190 -2.5989 3.1883 -0.03 0.07 -0.06
H -0.0288 -1.0263 1.3541 0.18 0.03 0.20
C 0.6182 1.0144 -4.1997 0.05 -0.02 -0.09
Si -0.7755 2.0555 -3.4880 0.06 0.13 0.21
C -1.3539 3.2908 -4.7677 -0.06 -0.18 -0.14
C -2.1799 0.9130 -2.9954 -0.09 -0.01 -0.02
Ge -0.0568 3.3780 -1.5952 -0.06 0.21 -0.08
Si 1.3794 5.1687 -2.3082 -0.18 -0.20 0.01
C 2.4498 4.5409 -3.7089 0.03 0.01 -0.03
C 2.4429 5.8221 -0.9224 0.03 0.03 0.02
C 0.1942 6.4905 -2.9124 0.15 0.11 -0.05
Si -1.9846 4.0183 -0.3171 0.18 -0.06 -0.17
C -2.7284 2.5570 0.6121 -0.03 -0.06 0.05
C -1.5427 5.4102 0.8503 -0.04 0.04 0.03
C -3.2140 4.6465 -1.5888 -0.09 0.05 0.13
H 0.2044 0.2041 -4.8061 -0.01 0.03 -0.03
H 1.3020 0.5521 -3.4837 -0.06 -0.02 0.03
H 1.2492 1.6276 -4.8476 -0.01 0.01 0.02
H -1.7061 2.7363 -5.6436 -0.01 0.08 -0.03
H -0.5463 3.9485 -5.0911 0.02 -0.01 0.02
H -2.1776 3.9061 -4.4055 0.00 0.00 0.03
H -2.4561 0.2957 -3.8557 -0.01 0.03 -0.02
H -3.0658 1.4781 -2.6983 0.01 0.02 0.01
H -1.9552 0.2160 -2.1845 0.03 -0.01 0.00
H 2.9217 3.5879 -3.4620 0.01 0.01 0.03
H 3.2473 5.2582 -3.9193 -0.01 0.00 -0.02
H 1.8758 4.4085 -4.6284 -0.01 -0.02 0.01
H 3.0785 5.0446 -0.4958 0.01 0.01 -0.03
H 1.8475 6.2568 -0.1173 0.00 -0.01 0.00
H 3.0949 6.6063 -1.3165 -0.01 0.01 0.01
H -0.4607 6.1266 -3.7058 0.01 -0.03 0.00
H 0.7739 7.3259 -3.3172 -0.05 0.02 0.00
H -0.4298 6.8812 -2.1068 0.00 -0.02 0.02
H -2.3445 1.5854 0.2889 0.00 0.02 -0.04
H -3.8102 2.5247 0.4611 0.00 0.03 0.02
H -2.5485 2.6402 1.6858 0.02 -0.01 -0.01
H -0.8461 5.0944 1.6275 -0.01 0.03 -0.04
H -2.4461 5.7852 1.3393 0.01 0.00 0.02
H -1.0881 6.2455 0.3140 -0.01 0.00 -0.02
H -3.5641 3.8589 -2.2576 0.02 -0.02 0.00
H -2.8026 5.4556 -2.1947 0.02 -0.01 0.00
H -4.0851 5.0398 -1.0550 -0.02 0.01 -0.06
```
Forces are in eV/Å.

## Properties
2S+1: 2
LUMO (spin up / spin down) (eV): -2.94 / -3.81
Energy above the lowest of the compared OMol25 structures with the same formula, charge and spin (kJ/mol): 117.6
Gap between HOMO and LUMO (spin up / spin down) (eV): 7.06 / 6.44
Net charge: +1

No. 3
DFT (ωB97M-V/def2-TZVPD) results for 2 unconnected molecules or ions with the total composition C9H18NO5S.

XYZ file:
```
34
Properties=species:S:1:pos:R:3:forces:R:3
C -1.8170 -1.8092 -2.5922 0.46 -0.05 0.19
C -0.4470 -2.0529 -3.1750 0.22 0.20 -1.20
O -0.3095 -2.0788 -4.3790 0.08 0.05 0.81
O 0.6218 -2.1268 -2.3571 -0.43 -0.20 -0.39
C 0.5261 -3.0332 -1.2676 0.44 -0.16 1.18
C 1.2919 -2.4894 -0.0726 -0.67 0.68 -0.53
C 0.5336 -1.3204 0.5744 0.52 -0.29 0.06
N 1.4268 -0.2912 1.0624 -0.56 0.12 -0.16
C 2.0836 0.4394 -0.0429 0.25 -0.28 0.73
C 3.6208 0.4337 0.0518 0.29 0.05 0.34
O 4.1414 0.6670 1.1638 -0.25 0.02 0.00
O 4.1882 0.2252 -1.0371 0.42 -0.13 -0.66
H -2.5014 -2.4815 -3.0739 -0.43 -0.26 -0.16
H -1.8619 -1.9060 -1.5240 -0.08 -0.07 0.42
H -2.0853 -0.7944 -2.8415 -0.10 0.34 -0.20
H -0.5003 -3.2041 -0.9606 -0.36 -0.01 -0.14
H 0.9340 -3.9949 -1.5541 0.16 -0.22 -0.40
H 2.2458 -2.1253 -0.4230 0.49 -0.04 0.00
H 1.4222 -3.2759 0.6536 0.30 -0.34 0.19
H -0.1936 -0.9355 -0.1483 -0.26 0.15 -0.28
H -0.0201 -1.7226 1.4184 -0.32 0.01 0.25
H 0.8306 0.3712 1.5401 0.31 0.14 0.26
H 1.7967 0.0277 -0.9976 -0.11 -0.22 -0.42
H 1.7773 1.4747 -0.0308 -0.20 0.42 0.07
C -1.3793 4.1773 2.8529 -0.08 0.13 0.00
S -1.1056 2.4731 2.3470 -0.02 -0.08 0.10
O 0.0855 2.4656 1.4703 -0.12 0.14 -0.02
C -2.5474 2.3622 1.2763 -0.13 0.06 -0.05
H -0.5527 4.4669 3.4975 0.04 -0.05 0.00
H -1.4028 4.8212 1.9736 0.03 -0.04 -0.03
H -2.3172 4.2471 3.4049 0.00 -0.02 0.01
H -2.4892 3.1281 0.5026 0.06 0.00 0.01
H -3.4533 2.4858 1.8709 0.01 -0.02 0.01
H -2.5427 1.3760 0.8171 0.06 -0.02 0.02
```
Forces are in eV/Å.

## Properties
LUMO (eV): 2.23
Gap between HOMO and LUMO (eV): 5.68
Net charge: -1